[1]
Computed, not measured: a 2-piece molecular cluster, C8H16 overall, with ωB97M-V with the def2-TZVPD basis set.

Calculated values
**Energy relative to the best compared isomer or geometry (same formula, charge and spin)**: 0.908 eV
**Orbital gap**: 10.23 eV
**Charge**: 0
**Max |F|**: 0.0565 Eh/bohr
**Highest occupied orbital energy**: -9.13 eV
**Structure (SMILES)**: C=C(C)C.C=C(C)C
**Calculated total energy**: -314.36118 Ha

Geometry as XYZ:
```
24
Properties=species:S:1:pos:R:3:forces:R:3
H 4.309519 -3.203379 0.468580 -0.28 -0.35 -0.02
H 0.513450 -3.520828 0.704580 0.41 -0.02 0.16
H -0.142630 7.666408 5.812548 0.06 -0.19 -0.40
H 2.620329 -5.574108 -1.608359 -0.37 0.16 0.17
C 2.420459 -4.276618 0.016380 0.99 0.11 0.88
H 0.859490 -5.110678 -1.156829 0.44 0.06 0.13
H 0.391980 5.895088 2.419189 -0.33 0.01 0.53
H 1.934469 -2.510379 1.115710 -0.18 -0.33 0.11
C 1.933219 -5.025228 -0.954270 -0.05 -0.32 -0.78
C -0.371290 5.421958 3.059649 -0.31 0.11 0.95
H -1.476629 5.816978 6.363957 -0.09 -0.37 -0.29
C 0.004420 7.238557 4.814278 -0.74 -1.68 -0.49
H 1.646659 -4.048528 1.987809 -0.02 0.28 -0.23
C -0.562520 6.038027 4.471818 2.05 1.87 -0.87
H 4.113369 -4.798648 1.259740 0.01 0.27 -0.26
H 4.476179 -4.706218 -0.492160 -0.06 0.19 0.42
H -0.103060 4.361558 3.201849 -0.14 0.30 -0.26
H 0.628480 7.797227 4.107419 -0.33 -0.24 0.27
H -2.384789 5.138868 4.976608 0.18 -0.20 0.33
C -1.382109 5.249918 5.422608 -0.66 0.20 0.45
C 3.924459 -4.228278 0.334760 -0.44 -0.33 -0.59
C 1.573539 -3.547089 1.008110 -0.43 0.29 0.02
H -0.987110 4.246519 5.654478 -0.05 0.36 -0.26
H -1.344500 5.472438 2.543009 0.34 -0.18 0.04
```
Positions in Å, forces in eV/Å.

Atomic charges from the Mulliken analysis, expressed in e, are listed below: H 0.308; H 0.309; H 0.242; H 0.238; C 0.865; H 0.259; H 0.316; H 0.298; C -0.902; C -1.088; H 0.300; C -0.919; H 0.267; C 0.852; H 0.270; H 0.302; H 0.279; H 0.258; H 0.266; C -1.073; C -1.103; C -1.111; H 0.294; H 0.273


[2]
Computed, not measured: one molecule with the formula C3H5OPS, with ωB97M-V with the def2-TZVPD basis set.

Calculated values
**Energy relative to the best compared isomer or geometry (same formula, charge and spin)**: 0.224 eV
**Orbital gap**: 9.24 eV
**Charge**: 0
**Max |F|**: 0.0597 Eh/bohr
**Highest occupied orbital energy**: -8.76 eV
**Structure (SMILES)**: O=C1CCSP1
**Calculated total energy**: -932.04931 Ha

Geometry as XYZ:
```
11
Properties=species:S:1:pos:R:3:forces:R:3
S -2.016559 0.470611 0.050292 -0.52 0.31 0.46
H 1.707863 -0.180124 -0.373012 -2.07 0.93 0.00
C 0.640954 0.295367 -0.401655 1.00 0.89 -1.50
H -1.094260 0.683156 2.361322 0.54 -0.56 0.96
H -0.811539 -1.016120 -1.135858 0.05 -0.59 -0.17
C -0.555004 -0.578077 -0.181495 -0.17 -1.90 0.61
O 1.367216 2.401153 0.536655 -0.02 -0.40 -0.49
C 0.554197 1.533951 0.436580 -0.18 1.22 2.81
H 0.455806 0.833385 -1.411806 0.66 -1.19 1.06
P -1.230334 1.801060 1.574379 0.99 -0.67 -2.66
H -0.422306 -1.467006 0.572158 -0.28 1.96 -1.08
```
Positions in Å, forces in eV/Å.

Atomic charges from the Mulliken analysis, expressed in e, are listed below: S -0.172; H 0.319; C -0.283; H 0.053; H 0.314; C -0.519; O -0.450; C 0.235; H 0.215; P 0.012; H 0.277


[3]
Computed, not measured: C52H64F8O44S8 as an isolated structure, with ωB97M-V with the def2-TZVPD basis set.

Calculated values
**Energy relative to the best compared isomer or geometry (same formula, charge and spin)**: 0.000 eV
**Orbital gap**: 9.10 eV
**Charge**: 0
**Max |F|**: 0.0957 Eh/bohr
**Highest occupied orbital energy**: -9.18 eV
**Calculated total energy**: -9314.69958 Ha

Geometry as XYZ:
```
176
Properties=species:S:1:pos:R:3:forces:R:3
F -2.951299 -2.728396 4.238932 -0.66 -0.66 -0.24
O -4.990382 -3.703252 0.818621 -0.21 0.25 -1.51
C -0.680115 1.590091 -5.741269 -0.03 -0.01 0.96
C -1.109414 -5.143548 -4.035257 0.41 -0.05 1.09
C -0.896294 -5.150103 5.752189 -1.98 0.89 -0.08
H 1.037720 -0.385080 4.041086 0.24 -0.80 -0.55
O 0.382698 -6.444560 4.250439 -2.10 0.06 -0.33
C 1.532713 -2.524635 1.881190 0.38 0.01 -0.37
O 2.114189 -2.440495 -7.512813 -1.17 -1.61 -1.23
H 5.054937 -4.203028 -1.886425 0.25 -0.24 0.41
O 0.617964 -2.310712 4.841281 1.00 -0.07 0.97
C -2.486298 0.813808 -7.061764 -1.21 -0.49 -0.04
H -3.947077 1.174786 1.511790 0.61 -0.05 -0.11
O 2.766333 -0.911788 -3.495997 0.18 1.31 -0.21
H 0.817604 5.548926 3.368130 -0.01 0.40 0.17
C 0.858869 2.552379 2.626910 -0.23 -1.69 -0.81
O -2.980382 -1.062518 -3.117024 0.07 0.85 0.31
C -0.304807 -4.555512 -3.028233 0.11 -0.54 -1.59
H -0.815775 4.159306 4.425912 0.11 -0.84 -0.11
F 7.446059 -0.532445 5.030744 -0.49 0.07 -0.24
C -0.793282 -4.159402 -1.811755 0.42 0.31 0.24
C -1.872784 0.897057 -5.813808 0.41 -0.31 -0.93
O 0.017031 -2.816388 -6.347396 0.40 -0.96 -1.95
H 5.037858 -2.862040 -0.614180 -0.33 -0.50 -0.87
H -4.985982 -1.285760 0.742655 0.20 0.50 -0.13
O -1.402746 -5.387139 2.874573 -0.52 1.61 -1.56
O 0.980000 1.679320 1.804507 0.51 0.66 0.63
C 4.221097 -3.102740 2.060055 0.69 -0.66 -0.25
H -2.476628 3.742870 -1.436341 0.01 0.56 -0.12
C -1.049238 7.814212 -0.071637 0.55 0.71 -0.41
O -1.949350 7.636999 1.016267 0.14 -1.84 0.85
C 0.739067 -1.814735 -5.641805 1.10 -0.96 0.12
C 4.535819 -3.338957 -1.496380 0.37 0.10 -0.23
C -3.018525 -4.721687 -2.546571 0.49 -0.63 0.16
H -4.102059 -4.744538 -2.340462 0.71 -0.11 -0.37
O -4.126994 1.105428 -2.559600 0.28 1.15 -0.62
F -1.712550 3.327238 2.421283 -0.39 -0.46 -0.19
O -3.033189 7.415061 -3.939676 0.92 -0.23 -0.13
C -5.056786 -0.674378 -0.163347 -1.78 -0.83 -0.63
O 0.319152 -3.679932 -8.724326 0.20 -0.16 0.15
H 0.731078 2.868260 -6.693401 0.29 0.29 -0.15
O 1.211746 3.810178 2.408499 0.35 1.10 0.08
H 4.994524 -0.615012 4.072897 0.07 0.60 -0.08
C 0.010301 6.734090 0.055895 0.82 -0.37 -1.04
S -3.929684 -0.276669 -2.405888 -2.32 -3.14 2.43
O -1.861818 -6.114945 5.187052 1.23 -0.25 -1.18
C -2.084041 3.932578 -3.560683 -1.33 0.48 0.37
O -3.124827 5.449984 1.134832 0.05 -0.33 0.44
H -6.982841 -1.203292 -1.215964 0.78 -0.30 0.25
H -0.033092 -0.280149 -1.867307 -0.20 0.13 -0.44
H 4.640937 -1.198426 1.456233 0.40 0.96 -0.35
O -4.759659 -2.743351 2.854702 0.15 -0.11 0.09
H 0.244848 -0.868665 -5.763837 -0.24 0.34 -0.09
H 2.839174 -2.391717 -5.586192 0.17 0.18 -0.25
C 0.429837 -5.758622 5.522256 0.96 -0.26 -0.38
C -2.898597 4.269250 -2.305843 -0.40 -0.89 0.62
O 2.521086 2.913289 -1.215141 0.47 1.79 0.29
S 3.382540 -1.303592 -2.288856 0.87 -4.68 0.69
C -5.905403 -1.472513 -1.194300 0.39 -0.12 -0.81
H 2.929550 -3.604171 -0.166301 -0.36 -0.91 -0.03
O 0.004681 -0.352475 0.144041 0.11 0.10 0.01
O 1.095871 3.216853 -3.102743 -1.45 0.61 -0.12
H -0.764499 -0.394569 6.482047 0.40 -0.44 -0.26
H -3.158742 -5.584393 -4.448339 0.27 -0.34 -0.30
O -1.414973 6.071092 2.829501 0.46 -0.21 1.44
O -4.417928 -4.920637 2.612973 -0.18 -0.19 0.71
C -4.848470 3.264622 3.416393 -0.93 1.19 1.93
O -2.837334 5.695988 -2.152427 1.00 0.58 -1.06
C 3.333914 -4.076809 2.453113 -0.22 -0.87 -0.18
H 4.188578 1.825637 -0.656522 -0.33 0.03 0.06
O -1.201481 1.525115 0.223809 -0.32 -0.30 0.39
H 2.623254 -4.425704 -1.810599 0.08 0.04 0.22
H 2.203314 -0.588896 1.226814 -0.26 0.55 -0.02
S 2.147417 3.910513 -2.458264 1.59 -2.78 -0.32
H -5.726428 -2.576558 -1.109352 -0.26 1.13 -0.12
C 2.193430 -1.828106 -6.265609 -0.74 0.30 1.74
H 4.618844 3.513336 -0.858401 -0.90 0.33 -0.13
S -2.153814 6.370724 -3.538001 -3.29 -1.37 1.84
O -5.037962 2.698912 2.254046 0.13 -0.62 -0.80
O 0.345558 2.373963 3.847034 -0.51 1.36 -0.05
H -0.811195 -5.618991 -4.968015 0.66 0.58 0.29
H 0.466828 -2.250880 1.766549 0.72 -0.53 0.15
H -0.172764 1.582528 -4.773424 0.04 0.34 -0.33
H 2.543145 -0.820346 -6.437344 0.24 0.14 0.13
F -0.431634 3.006958 -9.044378 0.34 -0.64 0.08
C 5.543654 0.312690 3.855046 -0.97 -0.44 -0.58
H 5.203339 3.311180 2.203039 -0.25 0.53 -0.44
C -0.457905 1.676111 -0.933616 0.42 -1.47 -0.59
O 1.458003 -4.731632 -6.794625 1.14 -2.51 0.79
C 1.998727 -3.795874 2.277584 -1.75 0.56 1.33
C 4.176982 2.462262 -2.711399 1.34 1.32 0.75
H -2.428802 1.686835 3.420221 0.38 0.47 -0.87
C 3.051495 -3.599019 -1.247112 1.15 -0.12 1.27
C 7.559442 1.567807 4.013193 0.00 0.96 0.06
H 0.608041 3.584729 5.419463 -0.30 0.52 0.12
O -2.399025 5.080365 -4.376932 0.33 0.50 -1.35
S 0.972664 -3.623766 -7.470733 -1.29 4.66 0.95
H 8.553000 1.654236 4.475187 -0.42 0.10 -0.47
H -5.575400 0.288144 -0.002834 0.70 -0.10 0.10
C 0.152587 -0.238881 5.884503 -1.46 0.05 -0.78
H -0.557764 -1.068455 3.780311 -0.62 0.33 0.32
H -2.235690 0.370088 -4.953720 -0.23 -0.19 0.18
C -4.734299 -3.799437 1.954650 0.37 -0.39 2.47
C -4.273039 -3.173881 4.094567 -0.24 0.81 0.74
O -3.786817 -0.579964 -0.762528 0.95 0.52 -1.52
C -2.009497 1.494923 -8.155307 1.37 0.13 0.11
H -3.647848 2.842695 0.799553 0.48 -0.57 0.32
F -1.267998 1.679546 -2.028515 -0.55 0.74 -0.12
S 1.843479 -2.126853 5.869016 -1.35 -0.21 1.06
H -5.359059 -5.080975 4.474822 0.32 0.42 -0.02
H 0.479436 6.380065 -0.873602 -0.31 0.77 0.03
O -1.295173 0.005804 1.892328 0.51 0.98 -1.39
C -0.780519 2.161702 -8.036462 -1.87 1.37 -0.21
H -3.401650 0.233404 -7.254005 0.37 0.29 0.58
H -2.576293 1.519084 -9.062795 0.03 -0.02 -0.46
H 0.860826 7.059043 0.705893 -0.93 -0.67 0.23
H 3.947462 1.203320 2.751671 -0.15 0.03 -0.14
H 5.243495 2.618010 -2.910177 -0.30 -0.26 -0.46
S -1.205860 -6.480627 3.711997 2.62 -0.67 3.56
H 1.287857 -4.538408 2.676607 0.21 0.35 -0.64
H 0.602310 -6.475220 6.318212 0.49 -0.23 -0.09
O -5.390972 -1.032462 -2.519609 1.05 0.53 0.66
H 0.082831 2.600079 -0.813018 0.31 0.17 -0.56
F 5.525909 -3.430007 1.840250 -0.09 0.08 0.63
C 0.241915 -0.986052 4.498029 -0.05 1.92 0.61
H 0.246847 0.851866 5.787785 0.27 -0.47 -0.25
O 1.804707 -3.214286 6.817744 0.15 1.29 -1.06
F 1.008930 -4.358444 -3.337604 -0.13 -0.08 0.24
C 6.976500 2.625423 3.275207 0.58 -0.16 -0.09
O -1.466530 -7.808683 3.359316 -0.77 -0.81 -0.36
H -0.620055 8.807251 0.036029 0.07 0.04 0.03
C 3.838690 -1.836899 1.715344 -0.19 -0.65 -0.21
H -1.046444 -4.188476 5.250225 0.14 -0.19 -0.10
H -2.512354 -3.928095 -0.617636 -0.22 0.00 0.15
H -3.955522 3.973593 -2.347942 0.24 0.15 -0.33
C -2.434170 -5.231827 -3.727471 -2.38 0.73 0.33
O 2.433151 -2.412176 -1.638436 -1.45 2.30 -0.71
C -0.812492 0.395729 0.838054 -2.53 -1.76 3.05
H -3.543531 -5.164238 4.491321 -0.25 -0.04 0.04
C 3.956786 2.718185 -1.236121 0.20 -1.45 -0.09
O 4.527011 -2.450180 -2.631406 -0.51 2.11 0.12
H 7.622828 3.522308 3.133909 -0.81 -0.70 -0.03
C -3.781516 2.228344 1.705685 -0.50 1.02 0.03
H -0.179380 -3.688723 -1.040507 0.13 -0.26 -0.41
H -4.815661 -2.711565 4.929380 0.00 0.10 -0.48
H -1.044968 3.967256 -3.272653 0.40 -0.48 -0.55
C 2.491532 -1.550118 1.587906 -0.32 -0.50 0.33
F 2.337414 4.494302 4.267268 -0.43 0.53 -0.80
C -2.775662 2.566634 2.840052 -0.44 -0.89 0.36
C -0.163688 2.293067 -6.820982 0.54 -0.74 0.25
O -0.780083 6.528764 -3.294371 1.46 0.72 0.13
O 2.116812 5.281851 -2.114212 0.09 -0.15 0.01
H -2.449714 3.089117 -4.160326 0.51 0.07 0.61
H 0.757833 -2.144636 -4.589462 0.13 0.46 -0.39
O -5.704232 3.675791 4.148560 0.56 -0.25 -0.65
C 6.833902 0.423668 4.296813 0.53 0.82 -0.19
O 3.865412 -0.448623 -1.255443 -0.18 0.63 -0.63
C 4.969545 1.345338 3.069975 0.67 -0.12 0.32
O -0.732907 5.555040 0.437724 -1.13 0.96 2.19
C -4.418640 -4.677076 4.073457 0.47 -0.13 -1.77
S -1.907022 6.065400 1.516701 0.23 1.33 -3.57
O 3.444964 3.511769 -3.330938 -0.37 1.84 0.08
C 5.670302 2.518435 2.731460 1.15 -1.67 1.88
C 1.088523 4.540755 3.614302 2.25 -0.34 -0.55
C -2.151565 -4.282049 -1.569914 -0.51 0.50 0.12
O 1.289102 -0.744197 6.570967 0.76 -1.44 -0.13
O 2.999864 -1.808271 5.122917 0.61 -0.06 0.14
H 1.389278 0.486900 -1.084516 -0.39 -0.04 -0.10
C 0.299364 0.329205 -1.041170 1.91 0.96 -0.40
H 3.777166 1.562941 -3.096515 -0.13 -1.22 -0.06
H -1.196929 -5.017224 6.790250 0.31 -0.22 0.02
H 1.219286 -5.019417 5.411572 -0.02 -0.10 0.49
O -3.527491 3.321217 3.749336 0.07 0.02 -0.23
C 0.196424 3.730257 4.422699 -0.98 -1.46 1.60
H 3.571498 -5.082552 2.821455 0.45 0.59 -0.32
H -1.603456 7.788611 -0.997015 -0.10 -0.29 -0.28
```
Positions in Å, forces in eV/Å.

Here are the Mulliken charges for atoms 1 to 99, given in e: F -0.183; O -0.411; C -0.115; C -0.686; C 0.207; H 0.002; O -0.418; C -0.424; O -0.425; H 0.419; O 0.279; C -0.721; H -0.226; O -0.301; H 0.387; C -0.125; O -0.415; C 0.628; H 0.086; F -0.309; C -0.187; C -0.302; O -0.248; H 0.161; H -0.011; O -0.210; O 0.269; C -0.140; H -0.801; C -0.323; O -0.460; C 1.499; C -0.551; C -0.729; H 0.392; O -0.793; F 0.397; O -0.645; C -0.201; O -0.549; H 0.538; O -0.250; H 0.578; C 0.128; S 1.379; O -0.521; C -0.411; O -0.564; H 0.335; H 0.325; H 1.110; O -0.314; H -0.788; H 0.298; C -0.044; C 1.375; O -0.280; S 1.128; C -0.249; H -0.749; O 0.622; O -0.229; H 0.298; H 0.342; O -0.696; O -0.396; C 0.380; O -0.396; C -0.652; H 0.060; O 0.070; H 0.557; H 0.214; S 1.159; H 0.149; C -0.278; H 0.279; S 1.101; O -0.461; O 0.062; H 0.460; H 0.387; H 0.408; H 0.337; F -0.337; C -0.476; H 0.633; C 1.031; O -0.501; C -0.659; C -0.019; H -0.199; C 0.660; C -0.498; H 0.593; O -0.488; S 0.990; H 0.388; H 0.302


[4]
Computed, not measured: an isolated ion of composition C5H15N2O and charge +1, with ωB97M-V with the def2-TZVPD basis set.

Calculated values
**Energy relative to the best compared isomer or geometry (same formula, charge and spin)**: 2.436 eV
**Orbital gap**: 9.33 eV
**Charge**: +1
**Max |F|**: 0.0610 Eh/bohr
**Highest occupied orbital energy**: -12.94 eV
**Structure (SMILES)**: [NH3+]CCNCCCO
**Calculated total energy**: -383.96150 Ha

Geometry as XYZ:
```
23
Properties=species:S:1:pos:R:3:forces:R:3
N 3.003645 -0.110211 0.771901 0.60 -0.85 0.05
H 3.024801 1.967003 0.865480 -0.34 0.06 0.17
C -1.581908 -1.040362 -1.072698 1.99 -1.13 2.14
H 3.304599 1.422239 -0.704306 -0.71 -0.67 -0.10
O -2.384885 -0.706111 1.210877 -0.21 1.13 -0.55
C 1.091554 1.379886 -0.064048 0.84 0.01 0.19
H -3.068591 -0.096910 1.530690 0.46 -0.29 0.24
H -0.372495 0.399310 -2.041329 0.07 0.48 0.46
H -1.654740 -1.391239 -2.070883 -1.26 0.14 -1.06
H 0.309927 -0.387265 0.735125 -0.95 0.48 -0.01
C -2.780099 -1.004369 -0.140450 -0.86 -1.77 -0.23
H -1.486809 0.982943 -0.740667 0.78 0.75 0.31
H -3.598746 -0.375374 -0.508522 0.27 0.28 0.22
H -3.203672 -2.026900 -0.041706 0.08 0.47 -0.63
H 0.530793 1.986395 0.663841 0.88 0.14 0.28
H -0.978424 -1.919540 -0.693248 -0.12 0.97 0.03
C 2.642142 1.234167 0.154314 -0.33 0.81 1.09
H 3.673721 0.028790 1.560929 -0.50 -0.33 -0.84
H 3.434295 -0.716414 0.043255 -0.18 0.42 0.71
H 2.205652 -0.684178 1.128537 0.46 0.86 -0.45
N 0.451309 0.073210 -0.155574 0.62 1.04 -1.40
H 1.034377 1.969807 -0.993355 -0.39 -0.68 0.09
C -0.722084 0.246698 -1.010342 -1.22 -2.32 -0.69
```
Positions in Å, forces in eV/Å.

Atomic charges from the Mulliken analysis, expressed in e, are listed below: N -0.331; H 0.301; C -0.841; H 0.359; O -0.501; C -0.469; H 0.314; H 0.431; H 0.450; H 0.332; C -0.582; H 0.332; H 0.396; H 0.314; H 0.401; H 0.287; C -0.605; H 0.377; H 0.388; H 0.313; N -0.371; H 0.333; C -0.631